(1)
This record from the OMol25 dataset describes 2 unconnected molecules or ions with the total composition C3H11NOS2 in a non-equilibrium geometry. The level of theory is the ωB97M-V functional and the def2-TZVPD basis.

Element x y z (Å)
C1 1.530 1.053 2.741
N1 0.680 0.958 1.518
C2 1.465 1.006 0.273
C3 1.053 1.361 -1.222
S1 -0.553 0.918 -1.848
S2 -1.069 -1.116 -1.456
H1 2.450 0.497 2.539
H2 1.125 0.878 3.676
H3 1.951 2.095 3.025
H4 -0.183 1.431 1.429
H5 2.218 1.794 0.321
H6 1.907 0.020 0.144
H7 1.878 0.832 -1.779
H8 1.157 2.473 -1.673
H9 -2.233 -0.798 -0.886
O1 -1.266 -3.391 2.526
H10 -2.284 -3.326 2.695
H11 -0.953 -2.825 1.790

Energy above the lowest of the compared OMol25 structures with the same formula, charge and spin, kJ/mol: 219.6
SMILES string: CNCCSS.O
Frontier orbital gap, eV: 8.92

Mulliken population analysis, charges in e, atoms 1 to 6: -0.84 -0.22 -0.58 -0.54 -0.08 -0.22

***

(2)
This record from the OMol25 dataset describes C5H8N2O2 in the gas phase in a non-equilibrium geometry. The level of theory is the ωB97M-V functional and the def2-TZVPD basis.

Element x y z (Å)
C1 0.565 -1.489 -1.357
C2 0.544 -0.154 -1.218
N1 -0.641 0.799 -1.076
O1 -0.909 1.852 -1.974
C3 -0.774 1.158 0.222
O2 -1.366 2.102 0.661
C4 0.042 -0.060 0.958
C5 -0.830 -0.781 1.702
N2 1.320 0.246 1.409
H1 0.032 -2.141 -0.686
H2 1.291 -1.942 -2.012
H3 1.284 0.422 -1.763
H4 -1.842 2.051 -1.759
H5 -1.865 -0.857 1.421
H6 -0.533 -1.267 2.620
H7 1.663 -0.341 2.154
H8 2.017 0.400 0.698

Energy above the lowest of the compared OMol25 structures with the same formula, charge and spin, kJ/mol: 607.8
SMILES string: C=CN(O)C(=O)C(=C)N
Frontier orbital gap, eV: 8.48

Mulliken population analysis, charges in e, atoms 1 to 6: -0.63 -0.34 0.16 -0.43 0.33 -0.57

***

(3)
This record from the OMol25 dataset describes a molecular structure, C47H38F15GeN8O2RuS in a non-equilibrium geometry. The level of theory is the ωB97M-V functional and the def2-TZVPD basis.

Element x y z (Å)
Ru1 0.111 -0.607 0.926
C1 -4.105 4.162 4.410
C2 -3.467 3.158 3.470
C3 -4.166 2.549 2.459
C4 -3.574 1.675 1.518
C5 -4.501 1.232 0.513
N1 -4.335 1.023 -0.744
C6 -3.148 1.365 -1.551
C7 -2.222 0.192 -1.847
C8 -2.390 -0.648 -3.113
N2 -2.790 -2.060 -2.882
C9 -2.022 -3.076 -2.744
C10 -0.591 -3.121 -2.531
C11 0.101 -4.002 -3.383
C12 1.466 -4.195 -3.320
C13 2.208 -5.069 -4.311
C14 2.111 -3.568 -2.273
C15 1.452 -2.763 -1.331
C16 2.210 -2.403 -0.164
N3 1.850 -1.724 0.873
C17 2.833 -1.608 1.977
C18 2.989 -0.180 2.473
C19 1.829 0.263 3.339
N4 0.574 0.557 2.588
C20 -0.179 1.464 3.100
C21 -1.525 1.849 2.751
C22 -2.136 2.791 3.582
C23 -2.222 1.268 1.681
O1 -1.689 0.322 0.940
C24 0.080 -2.475 -1.463
O2 -0.580 -1.776 -0.572
H1 -5.192 4.125 4.361
H2 -3.797 5.179 4.158
H3 -3.805 3.983 5.443
H4 -5.221 2.792 2.344
H5 -5.534 1.125 0.835
H6 -5.167 0.744 -1.249
H7 -2.599 2.101 -0.975
H8 -3.508 1.853 -2.457
H9 -2.257 -0.466 -1.003
H10 -1.220 0.598 -1.869
H11 -1.441 -0.694 -3.644
H12 -3.128 -0.233 -3.800
H13 -3.773 -2.275 -3.002
H14 -2.535 -4.031 -2.861
H15 -0.459 -4.530 -4.152
H16 1.523 -5.666 -4.910
H17 2.894 -5.747 -3.802
H18 2.804 -4.461 -4.994
H19 3.179 -3.741 -2.147
H20 3.219 -2.807 -0.149
H21 3.792 -1.989 1.636
H22 2.499 -2.251 2.794
H23 3.127 0.505 1.632
H24 3.894 -0.128 3.078
H25 2.108 1.140 3.918
H26 1.599 -0.537 4.045
H27 0.223 1.986 3.966
H28 -1.543 3.236 4.381
C25 -0.498 -4.088 6.473
C26 -1.346 -5.166 5.803
C27 -0.487 -6.280 5.209
C28 -2.308 -4.567 4.777
N5 -1.608 -3.794 3.724
C29 -1.330 -2.501 3.675
N6 -0.658 -2.255 2.573
N7 -0.542 -3.465 1.934
N8 -1.110 -4.388 2.623
H29 0.090 -4.521 7.284
H30 -1.114 -3.291 6.904
H31 0.213 -3.642 5.765
H32 -2.002 -5.603 6.560
H33 0.174 -5.903 4.422
H34 -1.103 -7.076 4.781
H35 0.140 -6.724 5.984
H36 -3.006 -3.884 5.255
H37 -2.869 -5.346 4.269
H38 -1.600 -1.788 4.444
F1 -0.829 3.629 -3.783
C30 -0.316 2.512 -4.314
C31 0.722 1.828 -3.695
C32 1.125 0.636 -4.284
F2 2.090 -0.095 -3.718
C33 0.565 0.156 -5.447
F3 0.963 -0.992 -5.971
C34 -0.449 0.879 -6.050
F4 -1.013 0.426 -7.147
C35 -0.898 2.058 -5.480
F5 -1.902 2.721 -6.036
Ge1 1.710 2.464 -2.136
S1 1.482 0.704 -0.740
C36 1.083 4.181 -1.507
C37 1.373 5.299 -2.276
F6 2.049 5.159 -3.417
C38 0.949 6.561 -1.920
F7 1.223 7.609 -2.671
C39 0.211 6.719 -0.760
F8 -0.209 7.914 -0.406
C40 -0.092 5.625 0.027
F9 -0.804 5.773 1.144
C41 0.350 4.382 -0.361
F10 0.042 3.337 0.430
C42 3.605 2.599 -2.434
C43 4.375 2.876 -1.317
F11 3.769 2.986 -0.111
C44 5.739 3.021 -1.377
F12 6.451 3.278 -0.292
C45 6.364 2.882 -2.605
F13 7.669 3.012 -2.689
C46 5.628 2.600 -3.742
F14 6.239 2.466 -4.905
C47 4.260 2.463 -3.647
F15 3.581 2.214 -4.772

Energy above the lowest of the compared OMol25 structures with the same formula, charge and spin, kJ/mol: 0.0
<S²>: 6.02
Charge: +3
Multiplicity: 5
Frontier orbital gap (alpha / beta), eV: 7.11 / 5.35

Mulliken population analysis, charges in e, atoms 1 to 6: 0.49 -1.65 -0.29 -0.88 0.36 -0.62

***

(4)
This record from the OMol25 dataset describes a molecular structure, C20H20N6O2PtS3 in a non-equilibrium geometry. The level of theory is the ωB97M-V functional and the def2-TZVPD basis.

Element x y z (Å)
Pt1 -0.164 -0.080 -0.020
C1 3.789 -0.299 -1.558
C2 2.332 -0.143 -1.303
N1 1.804 -0.148 -0.137
N2 2.585 -0.295 0.997
C3 1.838 -0.282 2.072
N3 2.462 -0.375 3.265
S1 0.094 -0.153 2.156
C4 1.381 0.054 -2.445
C5 1.793 0.071 -3.759
C6 0.831 0.229 -4.754
C7 -0.498 0.363 -4.406
C8 -0.837 0.344 -3.060
N4 0.092 0.217 -2.125
H1 4.315 -0.451 -0.623
H2 4.203 0.575 -2.067
H3 3.939 -1.168 -2.203
H4 3.453 -0.540 3.270
H5 1.933 -0.531 4.102
H6 2.837 -0.055 -4.008
H7 1.131 0.231 -5.794
H8 -1.272 0.473 -5.153
H9 -1.859 0.434 -2.710
C9 -5.627 -1.326 -5.180
C10 -5.098 -0.990 -3.811
C11 -5.397 0.233 -3.213
C12 -4.955 0.531 -1.933
C13 -4.203 -0.411 -1.242
C14 -3.883 -1.636 -1.817
C15 -4.335 -1.912 -3.099
S2 -3.526 -0.046 0.339
O1 -4.361 0.937 0.975
O2 -3.252 -1.292 0.970
N5 -2.094 0.651 -0.087
C16 -1.826 2.017 0.107
C17 -2.706 3.089 0.291
C18 -2.151 4.341 0.454
C19 -0.768 4.525 0.445
C20 0.023 3.414 0.261
N6 -0.498 2.200 0.080
H10 -5.734 -0.432 -5.797
H11 -6.611 -1.795 -5.111
H12 -4.969 -2.024 -5.699
H13 -5.989 0.961 -3.757
H14 -5.204 1.476 -1.467
H15 -3.278 -2.345 -1.263
H16 -4.090 -2.865 -3.555
H17 -3.769 2.927 0.348
H18 -2.806 5.190 0.609
H19 -0.322 5.500 0.577
H20 1.105 3.478 0.249
S3 -0.199 -2.293 -0.414

Energy above the lowest of the compared OMol25 structures with the same formula, charge and spin, kJ/mol: 75.4
Frontier orbital gap, eV: 5.64

Mulliken population analysis, charges in e, atoms 1 to 6: 2.22 -1.79 1.25 0.63 -1.40 0.58

***

(5)
This record from the OMol25 dataset describes a molecular structure, C25H19Cl2F6N8O5STcTe. The level of theory is the ωB97M-V functional and the def2-TZVPD basis.

Element x y z (Å)
Tc1 0.395 -0.480 0.280
C1 -3.054 -1.992 -2.691
N1 -3.270 -2.163 -1.268
C2 -4.630 -2.420 -0.842
C3 -2.280 -1.781 -0.395
N2 -1.388 -0.904 -0.666
N3 -2.297 -2.446 0.829
C4 -1.295 -2.542 1.769
N4 -1.640 -3.353 2.839
N5 -0.142 -2.001 1.635
H1 -3.675 -2.717 -3.219
H2 -2.014 -2.209 -2.931
H3 -3.319 -0.988 -3.045
H4 -4.899 -3.476 -0.966
H5 -5.321 -1.822 -1.440
H6 -4.776 -2.131 0.198
H7 -1.569 -0.420 -1.543
H8 -3.030 -3.125 0.929
H9 -2.615 -3.425 3.072
H10 -1.035 -3.302 3.640
H11 0.485 -2.186 2.411
Cl1 -1.106 2.864 3.794
C5 0.492 2.267 3.485
C6 1.558 2.740 4.247
C7 2.835 2.277 4.033
Cl2 4.137 2.898 5.013
C8 3.116 1.319 3.037
C9 4.388 0.785 2.738
C10 4.495 -0.127 1.713
C11 3.366 -0.521 0.999
N6 2.149 -0.050 1.259
C12 2.021 0.865 2.266
C13 0.682 1.327 2.469
O1 -0.247 0.868 1.704
H12 1.377 3.477 5.017
H13 5.250 1.083 3.316
H14 5.459 -0.541 1.450
H15 3.426 -1.235 0.189
Te1 0.713 1.456 -1.568
F1 -3.825 4.707 -5.700
C14 -3.260 4.205 -4.597
C15 -3.949 3.304 -3.804
F2 -5.182 2.918 -4.161
C16 -3.357 2.800 -2.664
F3 -4.044 1.896 -1.950
C17 -2.070 3.161 -2.262
S1 -1.376 2.516 -0.791
C18 -1.404 4.075 -3.089
F4 -0.182 4.478 -2.763
C19 -1.976 4.579 -4.238
F5 -1.309 5.444 -5.011
F6 3.105 -6.272 0.650
C20 2.188 -5.809 -0.215
C21 2.537 -4.836 -1.076
N7 1.664 -4.333 -1.999
C22 2.072 -3.201 -2.812
C23 1.914 -1.864 -2.058
O2 2.452 -0.881 -2.562
O3 1.250 -1.969 -0.980
C24 0.346 -4.736 -2.025
O4 -0.487 -4.260 -2.772
N8 0.048 -5.760 -1.153
C25 0.866 -6.369 -0.190
O5 0.422 -7.244 0.521
H16 3.531 -4.413 -1.069
H17 1.436 -3.160 -3.693
H18 3.109 -3.315 -3.122
H19 -0.904 -6.093 -1.178

Energy above the lowest of the compared OMol25 structures with the same formula, charge and spin, kJ/mol: 0.0
<S²>: 0.77
Charge: -1
Multiplicity: 2
Frontier orbital gap (alpha / beta), eV: 5.13 / 4.81

Mulliken population analysis, charges in e, atoms 1 to 6: -0.31 -1.11 0.30 -1.32 0.22 0.52

***

(6)
This record from the OMol25 dataset describes 2 unconnected molecules or ions with the total composition C3H10O2 in a non-equilibrium geometry. The level of theory is the ωB97M-V functional and the def2-TZVPD basis.

Element x y z (Å)
C1 1.897 -1.442 -1.848
C2 1.234 -1.159 -0.479
O1 0.267 -0.105 -0.596
H1 2.971 -1.339 -1.844
H2 1.430 -0.790 -2.585
H3 1.722 -2.507 -2.062
H4 0.732 -2.053 -0.100
H5 1.948 -0.776 0.249
H6 -0.216 -0.155 -1.420
C3 -1.773 1.863 1.074
O2 -1.574 0.834 2.025
H7 -0.818 2.389 0.912
H8 -2.629 2.444 1.377
H9 -1.918 1.536 0.048
H10 -1.242 0.036 1.587

Energy above the lowest of the compared OMol25 structures with the same formula, charge and spin, kJ/mol: 103.3
SMILES string: CCO.CO
Frontier orbital gap, eV: 10.70

Mulliken population analysis, charges in e, atoms 1 to 6: -0.89 -0.16 -0.51 0.26 0.28 0.27

***

(7)
This record from the OMol25 dataset describes a gas-phase ion, C10H17NP (charge +1) in a non-equilibrium geometry. The level of theory is the ωB97M-V functional and the def2-TZVPD basis.

Element x y z (Å)
C1 0.221 -2.234 -0.250
C2 1.133 -1.097 -0.160
C3 2.506 -1.312 0.098
C4 3.380 -0.257 0.308
C5 2.892 1.034 0.166
C6 1.630 1.308 -0.275
C7 1.329 2.699 -0.539
C8 0.758 0.198 -0.355
P1 -0.982 0.269 -1.011
N1 -2.176 -0.115 0.079
C9 -2.081 0.322 1.534
C10 -3.425 -0.869 -0.109
H1 -0.588 -2.293 -1.042
H2 0.773 -3.229 -0.270
H3 -0.256 -2.311 0.721
H4 2.861 -2.317 0.272
H5 4.373 -0.360 0.562
H6 3.568 1.836 0.357
H7 0.876 3.041 -1.492
H8 0.786 3.136 0.351
H9 2.253 3.259 -0.504
H10 -1.281 1.471 -1.418
H11 -1.473 -0.716 -2.036
H12 -2.604 1.273 1.487
H13 -2.509 -0.361 2.273
H14 -1.105 0.626 1.683
H15 -3.464 -1.572 0.754
H16 -4.175 -0.039 -0.080
H17 -3.220 -1.390 -1.103

Energy above the lowest of the compared OMol25 structures with the same formula, charge and spin, kJ/mol: 102.4
SMILES string: Cc1cccc(C)c1[PH2]=[N+](C)C
Charge: +1
Frontier orbital gap, eV: 9.06

Mulliken population analysis, charges in e, atoms 1 to 6: -1.49 1.04 -0.82 -0.97 -0.71 0.48

***

(8)
This record from the OMol25 dataset describes a molecular structure, C3H7NO2S in a non-equilibrium geometry. The level of theory is the ωB97M-V functional and the def2-TZVPD basis.

Element x y z (Å)
C1 1.265 -0.172 0.072
C2 -1.399 -0.457 -0.300
C3 0.195 -0.716 0.933
N1 -1.054 0.062 -1.577
O1 1.445 -0.598 -1.051
O2 0.204 0.113 2.056
S1 1.970 1.275 0.651
H1 -1.868 0.232 0.414
H2 -1.944 -1.316 -0.286
H3 0.278 -1.704 1.207
H4 2.349 1.901 -0.441
H5 -0.729 1.003 -1.511
H6 -0.382 -0.484 -1.992
H7 -0.331 0.860 1.825

Energy above the lowest of the compared OMol25 structures with the same formula, charge and spin, kJ/mol: 297.5
Frontier orbital gap, eV: 9.45

Mulliken population analysis, charges in e, atoms 1 to 6: 0.52 -0.52 -0.19 -0.59 -0.58 -0.57